1.
Molecular formula: CH10O5
Method: DFT, the ωB97M-V functional and the def2-TZVPD basis

HOMO = -10.60 eV
Max |F| = 2.139 eV Å⁻¹
E_tot = -11435.8194 eV
Energy relative to the best compared isomer or geometry (same formula, charge and spin) = 0.658 eV
Frontier orbital gap = 11.1 eV
2S+1 = 1
Structure (SMILES) = C=O.O.O.O.O

Bonds (Å) are listed after each position.
Cartesian coordinates (Å):
1 C -0.9347 0.1071 -1.1987  O2 1.206, H3 1.092, H4 1.118
2 O -1.1983 0.0496 -0.0231  C1 1.206
3 H -1.1888 -0.7970 -1.7558  C1 1.092
4 H -0.2174 0.7996 -1.7035  C1 1.118
5 O -2.2070 -2.4001 1.2158  H6 0.967, H7 0.963
6 H -1.8185 -1.5260 1.0736  O5 0.967
7 H -2.3603 -2.4593 2.1647  O5 0.963
8 O 1.6075 3.5095 -1.5197  H9 0.963, H10 0.962
9 H 2.2772 2.8214 -1.5929  O8 0.963
10 H 2.1131 4.2900 -1.2726  O8 0.962
11 O 1.5777 -1.4232 -0.6833  H12 0.965, H13 0.960
12 H 1.6906 -1.1753 0.2428  O11 0.965
13 H 1.2863 -2.3371 -0.7097  O11 0.960
14 O 0.6255 0.0942 1.9035  H15 0.976, H16 0.964
15 H -0.2079 0.4263 1.5198  O14 0.976
16 H 1.2354 0.8383 1.9599  O14 0.964

Results of the Mulliken charge analysis, in e, for atoms 1 through 2: -0.062, -0.509

***

2.
Molecular formula: CH11N2Si2
Method: DFT, the ωB97M-V functional and the def2-TZVPD basis

HOMO = -14.57 eV
Charge = +1
Max |F| = 2.828 eV Å⁻¹
E_tot = -19942.1828 eV
Energy relative to the best compared isomer or geometry (same formula, charge and spin) = 1.191 eV
Frontier orbital gap = 10.6 eV
2S+1 = 1

Bonds (Å) are listed after each position.
Cartesian coordinates (Å):
1 C 0.1621 1.1530 0.1030  N2 1.314, N3 1.335, Si4 2.039
2 N -0.7690 1.7760 -0.5842  C1 1.314, H6 1.010, H7 1.005
3 N 1.2282 1.7467 0.6447  C1 1.335, H9 0.982, H10 1.014
4 Si 0.0602 -0.8580 -0.2158  C1 2.039, Si5 2.307, H11 1.404, H13 1.425
5 Si 0.9241 -1.8241 1.6929  Si4 2.307, H14 1.394, H15 1.488, H16 1.526
6 H -0.8230 2.7793 -0.4820  N2 1.010
7 H -1.4887 1.2347 -1.0292  N2 1.005
8 H -2.6435 -0.5735 -3.0539  no bonds
9 H 1.9060 1.2771 1.1773  N3 0.982
10 H 1.5775 2.6840 0.4796  N3 1.014
11 H -1.3151 -0.7662 -0.4849  Si4 1.404
12 H -2.3132 -1.3505 -3.1117  no bonds
13 H 0.5635 -1.3510 -1.4548  Si4 1.425
14 H 2.2112 -1.3948 2.0120  Si5 1.394
15 H 0.7912 -3.3046 1.6227  Si5 1.488
16 H -0.0714 -1.2280 2.6844  Si5 1.526

Results of the Mulliken charge analysis, in e, for atoms 1 through 2: 0.606, -0.353

***

3.
Molecular formula: CH11N3O3
Method: DFT, the ωB97M-V functional and the def2-TZVPD basis

HOMO = -9.22 eV
Max |F| = 1.363 eV Å⁻¹
E_tot = -11828.1667 eV
Energy relative to the best compared isomer or geometry (same formula, charge and spin) = 1.187 eV
Frontier orbital gap = 9.9 eV
2S+1 = 1
Structure (SMILES) = N=C(N)N.O.O.O

Bonds (Å) are listed after each position.
Cartesian coordinates (Å):
1 N 1.4767 0.4483 -0.6183  C2 1.269, H5 1.013
2 C 1.8595 -0.6146 -0.0397  N1 1.269, N3 1.406, N4 1.413
3 N 3.0236 -0.7325 0.7398  C2 1.406, H6 1.017, H7 1.011
4 N 0.9883 -1.7120 0.1392  C2 1.413, H8 1.020, H9 1.016
5 H 2.0692 1.2572 -0.4728  N1 1.013
6 H 3.3812 -1.6772 0.6183  N3 1.017
7 H 3.7247 -0.0797 0.4174  N3 1.011
8 H 0.0518 -1.4991 -0.2041  N4 1.020
9 H 1.2745 -2.5237 -0.4011  N4 1.016
10 O -2.9209 0.8600 0.3915  H11 0.968, H12 0.980
11 H -2.8886 1.8222 0.4928  O10 0.968
12 H -2.0642 0.5025 0.7055  O10 0.980
13 O -1.2474 3.1804 -0.7893  H14 0.962, H15 0.963
14 H -0.9086 3.9337 -0.2965  O13 0.962
15 H -1.4616 3.3841 -1.7063  O13 0.963
16 O -1.7601 -2.3463 0.1702  H17 0.968, H18 0.970
17 H -2.6795 -2.3553 -0.1334  O16 0.968
18 H -1.9184 -1.8479 0.9868  O16 0.970

Results of the Mulliken charge analysis, in e, for atoms 1 through 2: -0.588, 0.416

***

4.
Molecular formula: CH12N2O3
Method: DFT, the ωB97M-V functional and the def2-TZVPD basis

HOMO = -9.78 eV
Max |F| = 4.797 eV Å⁻¹
E_tot = -10353.9029 eV
Energy relative to the best compared isomer or geometry (same formula, charge and spin) = 0.859 eV
Frontier orbital gap = 10.4 eV
2S+1 = 1
Structure (SMILES) = NCN.O.O.O

Bonds (Å) are listed after each position.
Cartesian coordinates (Å):
1 N -1.3464 0.1347 1.7818  C2 1.550, H4 1.078, H5 1.004
2 C -2.3422 0.4748 0.6438  N1 1.550, N3 1.492, H6 1.039, H7 1.079
3 N -1.8258 -0.0325 -0.6608  C2 1.492, H8 1.069, H9 1.016
4 H -1.7220 -0.6980 2.3540  N1 1.078
5 H -1.3863 0.9300 2.3938  N1 1.004
6 H -2.3635 1.5136 0.6604  C2 1.039
7 H -3.3421 0.1724 0.9143  C2 1.079
8 H -1.9532 -1.0795 -0.4858  N3 1.069
9 H -0.8253 0.1151 -0.7595  N3 1.016
10 O 2.8910 0.6560 -0.9372  H11 0.901, H12 1.008
11 H 2.7645 1.1538 -0.1969  O10 0.901
12 H 2.9343 -0.2755 -0.5536  O10 1.008
13 O 1.4123 -0.9872 1.8493  H14 0.956, H15 0.951
14 H 0.5433 -0.6084 1.7278  O13 0.956
15 H 1.3064 -1.4568 2.6694  O13 0.951
16 O 0.5727 -0.1774 -2.7812  H17 0.976, H18 0.932
17 H 1.2786 0.2882 -2.2933  O16 0.976
18 H 0.0158 0.4497 -3.1871  O16 0.932

Results of the Mulliken charge analysis, in e, for atoms 1 through 2: -0.641, -0.544